(a)
DFT (ωB97M-V/def2-TZVPD) results for a 14-piece molecular cluster, C14H56N28O14 overall.

Values from the calculation:
**Lowest unoccupied orbital energy**: -0.3 eV
**Total charge**: 0

Geometry (Å):
C: -5.4473 1.9252 0.1477
O: -6.5718 2.0882 -0.2996
N: -4.7279 0.7623 0.0270
N: -4.6810 2.9004 0.7227
H: -4.9908 0.1039 -0.6854
H: -3.7358 0.8731 0.1709
H: -5.0077 3.8023 1.0132
H: -3.9062 2.4953 1.2304
C: -2.6161 -2.9363 0.6410
O: -1.4282 -3.0221 0.3447
N: -3.1059 -2.4350 1.8253
N: -3.6096 -3.1110 -0.2897
H: -4.0900 -2.3088 1.9624
H: -2.5251 -1.9056 2.4505
H: -3.4313 -3.4453 -1.2181
H: -4.4188 -2.5495 -0.1005
C: 2.5734 2.1137 3.5068
O: 1.5489 2.6522 3.9236
N: 2.5989 1.2214 2.4936
N: 3.8076 2.4604 4.0037
H: 1.7631 0.9517 2.0109
H: 3.4729 0.8233 2.1613
H: 3.8051 3.1201 4.7603
H: 4.6185 1.8712 3.9399
C: 5.3667 -2.6242 -1.3957
O: 6.0081 -3.1563 -2.2945
N: 4.0186 -2.7286 -1.1953
N: 6.0109 -1.9091 -0.4094
H: 3.5564 -2.1463 -0.5237
H: 3.5635 -3.2837 -1.8988
H: 6.9713 -2.1555 -0.2704
H: 5.5067 -1.2028 0.0985
C: -1.8892 3.2103 2.7778
O: -2.0965 2.0409 2.3977
N: -0.7480 3.8771 2.4792
N: -2.8290 3.9419 3.4220
H: -0.0820 3.3646 1.9238
H: -0.5176 4.7169 2.9713
H: -2.7344 4.8219 3.8863
H: -3.6906 3.4228 3.5436
C: 2.6346 -0.5619 -3.8759
O: 2.0019 -1.2407 -3.0606
N: 2.8266 0.7709 -3.6970
N: 3.1555 -1.0808 -5.0194
H: 3.5144 1.2754 -4.2277
H: 2.4427 1.2742 -2.9237
H: 3.3720 -0.4565 -5.7772
H: 3.0606 -2.0556 -5.2424
C: -5.1627 0.9537 4.3846
O: -4.8850 1.9396 5.0471
N: -6.2320 0.1308 4.6791
N: -4.4949 0.6105 3.2304
H: -6.4793 -0.5260 3.9690
H: -6.6483 0.2656 5.5800
H: -3.5382 0.9294 3.1242
H: -4.9375 -0.0198 2.5915
C: 0.2855 -5.7399 0.3699
O: -0.2679 -6.3867 -0.5096
N: 1.0683 -4.6609 0.0891
N: 0.2310 -6.0974 1.6971
H: 1.1577 -4.4253 -0.8812
H: 1.6751 -4.2386 0.7757
H: 0.7643 -5.6286 2.4053
H: -0.6598 -6.5098 1.9178
C: -2.1557 2.2075 -3.6534
O: -1.2614 3.0401 -3.7102
N: -3.2929 2.3037 -4.4252
N: -2.0937 1.1244 -2.8371
H: -4.0741 1.7672 -4.0885
H: -3.4786 3.1372 -4.9481
H: -2.8971 0.5584 -2.6522
H: -1.2438 1.0371 -2.3083
C: -0.1956 4.5191 -0.9260
O: -0.7964 5.5855 -0.8119
N: 1.1576 4.5076 -1.1717
N: -0.7127 3.2871 -0.6763
H: 1.5387 3.6023 -1.3732
H: 1.5974 5.4008 -1.2688
H: -1.6400 3.3440 -0.2904
H: -0.0351 2.5713 -0.4312
C: 4.9625 1.2401 -0.1353
O: 4.8554 0.5686 0.8920
N: 3.8572 1.5397 -0.8861
N: 6.1263 1.8159 -0.5454
H: 3.8210 2.2643 -1.5756
H: 3.0140 1.2890 -0.3799
H: 6.9882 1.4664 -0.1625
H: 6.1704 2.1071 -1.5071
C: 0.3272 0.1196 0.0918
O: 1.0293 1.1288 -0.0740
N: -0.7610 -0.0629 0.8809
N: 0.4943 -0.9622 -0.7248
H: -1.1679 0.6688 1.4538
H: -0.8871 -1.0157 1.1737
H: 1.1404 -0.9883 -1.5030
H: -0.1360 -1.7477 -0.5890
C: -0.7401 -2.3834 -5.7431
O: -1.7363 -2.8612 -6.2494
N: -0.6553 -2.0301 -4.4161
N: 0.4740 -2.1453 -6.3658
H: -1.4635 -2.3429 -3.9066
H: 0.1578 -1.5881 -4.0262
H: 0.6145 -2.7409 -7.1638
H: 1.0559 -1.3995 -6.0525
C: 1.7358 -2.3392 3.1981
O: 2.5592 -2.7529 2.3972
N: 2.0616 -1.7856 4.3989
N: 0.3765 -2.4445 2.9815
H: 2.9775 -1.3898 4.5118
H: 1.3430 -1.4524 5.0133
H: -0.3372 -2.2573 3.6571
H: 0.1313 -2.6747 2.0279



(b)
DFT (ωB97M-V/def2-TZVPD) results for a 14-piece molecular cluster, C14H56N28O14 overall.

Values from the calculation:
**Lowest unoccupied orbital energy**: -0.4 eV
**Total charge**: 0

Geometry (Å):
C: -1.8233 -0.1267 4.7188
O: -1.8058 1.0593 5.0147
N: -1.3967 -1.0697 5.4870
N: -2.3222 -0.5212 3.5738
H: -1.3490 -1.9384 4.9740
H: -0.7559 -0.9289 6.2549
H: -2.0316 -1.4159 3.2062
H: -2.2614 0.2803 2.9622
C: 0.1250 -0.3274 -0.0139
O: -0.3351 -1.3824 -0.3953
N: -0.5134 0.7643 0.3497
N: 1.3721 -0.0998 0.0774
H: -1.5126 0.6635 0.2422
H: -0.2002 1.7024 0.5545
H: 1.7770 0.7918 0.3249
H: 1.9644 -0.9147 0.1496
C: -3.3836 -0.6631 -2.0252
O: -2.9969 0.1815 -1.2067
N: -4.4418 -0.4974 -2.7737
N: -2.7534 -1.8121 -2.2817
H: -4.7259 -1.1771 -3.4647
H: -5.0418 0.3102 -2.6858
H: -3.1175 -2.4843 -2.9417
H: -1.7690 -1.8161 -2.0558
C: 5.3418 3.4487 1.1330
O: 6.5833 3.5273 0.8669
N: 4.7139 4.4073 1.7075
N: 4.6624 2.4141 0.9480
H: 3.7045 4.4376 1.7296
H: 5.2448 5.0914 2.2274
H: 5.0993 1.7193 0.3593
H: 3.6721 2.3504 1.1360
C: 4.6164 -0.1601 -1.9844
O: 4.9206 0.6887 -1.1317
N: 3.7445 -1.1021 -1.7851
N: 5.1359 -0.2576 -3.1592
H: 3.1817 -1.1631 -0.9486
H: 3.4912 -1.7416 -2.5247
H: 5.8878 0.3561 -3.4386
H: 4.7174 -0.7460 -3.9379
C: -2.8496 -3.5007 1.3705
O: -2.9678 -4.6576 1.8072
N: -1.8753 -2.7215 1.5872
N: -3.5568 -3.0617 0.3880
H: -1.1129 -2.9630 2.2040
H: -1.8131 -1.8540 1.0737
H: -4.4118 -3.4781 0.0477
H: -3.0907 -2.3224 -0.1182
C: -4.4630 3.1334 -2.6424
O: -4.8221 2.1368 -3.1956
N: -4.7324 4.3268 -3.0406
N: -3.6725 3.1040 -1.6330
H: -4.3882 5.1493 -2.5662
H: -5.0526 4.5248 -3.9778
H: -3.1822 2.3439 -1.1838
H: -3.3069 3.9790 -1.2854
C: -6.0111 -0.1099 1.6786
O: -6.2397 -1.0868 2.3117
N: -6.9635 0.8666 1.5624
N: -4.8096 0.1223 1.1408
H: -6.7632 1.6531 0.9613
H: -7.8095 0.7945 2.1095
H: -4.8500 0.7046 0.3166
H: -4.0110 -0.4367 1.4050
C: 2.1443 1.5414 3.3584
O: 2.1329 1.9038 2.2235
N: 1.7009 0.3236 3.7237
N: 2.2555 2.3820 4.3800
H: 1.5734 0.0832 4.6963
H: 1.4733 -0.3207 2.9799
H: 2.2697 3.3508 4.0951
H: 1.7438 2.0378 5.1799
C: 1.0712 -1.8050 -3.9493
O: 1.6084 -0.7197 -3.9954
N: 1.6094 -2.9732 -4.2385
N: -0.0668 -1.9129 -3.4715
H: 2.5046 -3.1823 -4.6568
H: 0.9101 -3.7000 -4.1832
H: -0.4240 -1.1150 -2.9657
H: -0.5126 -2.8177 -3.4194
C: -1.5968 3.5072 1.8896
O: -2.7927 3.8012 1.7222
N: -1.0570 2.9456 2.8972
N: -0.5676 3.8346 1.1378
H: -0.0576 2.9805 3.0386
H: -1.6583 2.5404 3.6003
H: -0.7867 4.5202 0.4292
H: 0.3795 3.9664 1.4629
C: 3.9259 -2.1129 1.6246
O: 3.0880 -2.3059 0.7662
N: 4.4012 -2.9252 2.4936
N: 4.5259 -0.9175 1.5353
H: 4.9390 -2.5662 3.2695
H: 4.0885 -3.8856 2.4998
H: 5.3131 -0.7516 2.1460
H: 4.2169 -0.2636 0.8303
C: 0.1605 2.7899 -3.2485
O: 0.1256 3.7642 -2.6149
N: 0.8839 2.5383 -4.2393
N: -0.4922 1.7871 -2.8637
H: 1.4775 3.2963 -4.5445
H: 1.0504 1.5699 -4.4729
H: -1.0566 1.9468 -2.0415
H: -0.6683 0.9693 -3.4296
C: 2.7426 -5.4462 -1.5588
O: 3.8230 -5.7403 -1.2325
N: 2.0754 -4.3340 -1.3903
N: 1.9732 -6.2589 -2.0379
H: 2.4277 -3.6600 -0.7258
H: 1.1005 -4.2013 -1.6188
H: 1.2416 -5.7114 -2.4681
H: 2.1163 -7.2489 -2.1770



Energies relative to the most stable structure are (a) 0.0; (b) 797.7, reported in kJ/mol.